1.
Density functional theory data (wB97M-V/def2-TZVPD) for a 2-piece molecular cluster, C7H14NS overall at a distorted geometry.

XYZ file:
```
23
Properties=species:S:1:pos:R:3:forces:R:3:nbo_charge:R:1
C 0.376541 -2.473882 1.175540 -0.3103 -2.8025 2.3464 0.076
C 0.885240 1.489293 -0.580305 -0.6833 0.4549 2.1432 -0.430
C -0.200392 2.176073 0.264553 -0.2801 -0.6308 -0.5052 -0.394
C -0.417815 0.749461 -0.373585 -0.1717 2.0468 1.1736 -0.160
C -1.581900 0.641689 -1.401650 0.1041 -0.2381 3.1024 -0.594
C 1.347586 -1.447806 -0.743038 -1.8752 -2.8716 -1.3431 -0.433
C -0.289362 -0.293201 0.754677 2.7673 2.5356 0.1597 -0.032
N 0.445881 -1.474772 0.447409 0.5361 1.8702 -1.7584 -0.306
S -1.527295 -0.433084 1.924035 -1.3904 -0.0206 0.2912 0.121
H -0.230189 -2.443415 2.093360 0.2763 -0.1663 -0.5774 0.228
H 0.962534 -3.363634 0.967418 -0.0721 0.1303 -0.0727 0.229
H 1.069282 2.129089 -1.393624 0.4597 -0.1332 -1.5183 0.255
H 1.719896 1.036318 -0.017828 -0.3070 0.7729 -0.6558 0.231
H -0.136994 2.265806 1.327144 0.4272 -0.4311 0.5909 0.221
H -0.740239 3.084583 -0.089962 0.5065 -1.1462 -0.4718 0.243
H -2.346859 0.087020 -0.757948 0.3389 0.8173 -1.6574 0.220
H -1.253334 0.106677 -2.238988 0.0609 -1.1259 -1.2828 0.217
H -1.898849 1.636619 -1.725157 -0.1212 -0.2889 0.2860 0.245
H 2.353580 -1.426170 -0.484124 1.7643 1.3661 0.9365 0.248
H 0.965867 -0.673547 -1.448399 0.7465 -1.1985 0.4301 0.271
H 1.395175 -2.562431 -1.097471 -0.9381 2.1022 -0.1171 0.244
H 1.120556 0.425084 1.848432 -1.7404 -0.8575 -1.7703 0.115
H -2.018912 0.764230 1.549508 -0.0978 -0.1849 0.2703 0.185
```
Forces are in eV/Å.

Calculated values
ΔE to the lowest compared entry with this formula, charge and spin, kcal per mole: 118.85
HOMO (alpha / beta), eV: -13.2 / -12.6
Charge: +1
Orbital gap (alpha / beta), Eh: 0.2843 / 0.2722
Total energy, Eh: -727.5929

***

2.
Density functional theory data (wB97M-V/def2-TZVPD) for C31H31Cl2N2O3PS2 as an isolated structure at a distorted geometry.

XYZ file:
```
72
Properties=species:S:1:pos:R:3:forces:R:3:lowdin_charge:R:1
N -2.322901 4.801823 1.048767 0.1811 -0.1125 -0.1612 0.118
C -1.971963 4.365720 -0.082024 -0.0932 -0.1069 -0.0173 -0.220
C -0.926455 3.295249 -0.342511 -0.2760 -0.0776 0.5488 -0.146
C -1.478598 2.090317 -1.117422 -0.3933 0.2302 0.3269 -0.476
O -2.018844 2.566949 -2.315699 0.0214 -0.0647 0.0099 -0.100
C -2.634434 1.338419 -0.291544 0.1309 0.1379 -0.2565 -0.730
Cl -4.203495 1.500568 -1.087112 -0.1437 0.1174 0.1384 0.835
N -2.717733 1.786723 1.057943 -0.1217 -0.2269 0.2868 0.071
C -2.862765 1.052909 2.018069 0.2643 0.1117 -0.2960 -0.737
S -2.950711 0.129688 3.254966 -0.1382 0.0969 0.1515 0.835
O -2.326354 -0.042278 -0.268889 -0.0842 -0.2552 -0.1367 0.031
C -1.064904 -0.322728 -0.652152 0.1198 0.1320 0.7766 -0.545
O -0.538205 -1.366570 -0.442987 -0.0502 0.0387 -0.1802 0.150
C -0.494494 0.889887 -1.347057 0.0921 0.2365 -1.8339 -0.703
Cl -0.637235 0.371411 -3.100839 0.0735 -0.1476 0.2019 0.734
P 1.336926 1.062489 -1.207720 0.4749 0.1179 1.3017 0.365
S 2.038155 1.911950 0.384679 -0.0299 -0.0309 -0.1656 0.191
H -1.826254 4.318146 1.798349 -0.0233 -0.0326 0.0373 0.066
H -2.455764 4.811293 -0.951682 -0.0077 0.0220 -0.0581 0.116
H -0.118237 3.760540 -0.912867 0.1378 -0.1736 -0.0670 0.120
H -0.523560 2.985993 0.617550 0.2138 -0.0241 -0.0427 0.073
H -1.559074 3.376803 -2.561538 0.0030 -0.0488 -0.0835 0.113
H 1.721941 -0.278012 -1.298780 -0.1511 -0.0657 -0.3968 -0.020
H 1.693212 1.627604 -2.436675 -0.1624 -0.0033 -0.1098 -0.014
C -4.798980 9.558877 1.994135 -0.0003 -0.0047 0.0019 -0.102
C -4.434569 8.254815 1.687789 -0.0108 0.0037 -0.0024 -0.095
C -3.130597 7.961916 1.309647 0.0174 0.0153 -0.0707 -0.096
C -2.191082 8.983402 1.245987 -0.0074 -0.0043 -0.0046 -0.099
C -2.551827 10.288224 1.554242 0.0038 -0.0008 -0.0017 -0.104
C -3.857623 10.576843 1.925786 -0.0002 0.0031 0.0040 -0.104
H -5.817018 9.783024 2.286781 -0.0012 -0.0003 0.0005 0.098
H -5.168492 7.460528 1.744248 0.0012 -0.0034 -0.0059 0.100
H -2.853920 6.939858 1.069979 -0.0680 0.2049 0.1063 0.051
H -1.171442 8.760678 0.955828 0.0022 0.0021 -0.0001 0.096
H -1.815833 11.080829 1.505238 0.0004 0.0013 -0.0040 0.097
H -4.141385 11.594363 2.162758 0.0014 0.0004 0.0055 0.097
C 4.381045 -3.831727 0.973242 0.0194 0.0017 0.0109 -0.092
C 3.664011 -2.993886 0.130050 -0.0084 -0.0082 0.0083 -0.091
C 2.276314 -2.992029 0.167854 0.0913 0.0096 -0.0123 -0.096
C 1.603645 -3.822290 1.052844 -0.0259 -0.0084 0.0132 -0.087
C 2.320186 -4.658680 1.897385 0.0045 0.0041 -0.0032 -0.092
C 3.708010 -4.665434 1.855160 -0.0063 0.0066 0.0105 -0.095
H 5.463576 -3.837257 0.943172 0.0011 -0.0190 -0.0047 0.093
H 4.189322 -2.341612 -0.556783 0.0044 -0.0054 -0.0044 0.098
H 1.711829 -2.346439 -0.489823 -0.0388 -0.0274 0.0024 0.061
H 0.521655 -3.814219 1.081180 -0.0021 0.0130 -0.0099 0.101
H 1.796679 -5.306558 2.588888 0.0000 -0.0064 -0.0022 0.100
H 4.267003 -5.321597 2.510007 -0.0012 -0.0129 -0.0081 0.084
C 7.017386 -7.172308 2.787717 -0.0046 0.0032 -0.0045 -0.097
C 7.846824 -8.048823 2.102282 -0.0038 -0.0034 -0.0061 -0.096
C 8.934054 -7.561810 1.390101 0.0031 0.0012 0.0047 -0.097
C 9.195723 -6.198902 1.368040 -0.0023 -0.0020 -0.0058 -0.097
C 8.367803 -5.322362 2.055535 -0.0041 0.0051 -0.0107 -0.098
C 7.277333 -5.809211 2.762867 -0.0137 0.0190 0.0129 -0.110
H 6.167836 -7.551993 3.341110 -0.0003 -0.0020 0.0019 0.100
H 7.645571 -9.112101 2.122770 -0.0046 -0.0015 -0.0061 0.100
H 9.578015 -8.245100 0.851611 0.0051 -0.0024 0.0049 0.100
H 10.045463 -5.819821 0.815033 0.0005 0.0013 -0.0025 0.100
H 8.572108 -4.259313 2.039960 -0.0006 0.0022 0.0013 0.101
H 6.629639 -5.124323 3.295972 0.0151 0.0066 0.0137 0.096
C -4.328572 -2.575975 -4.937322 0.0035 0.0000 -0.0008 -0.096
C -4.239727 -1.598059 -3.956239 0.0168 0.0157 -0.0075 -0.093
C -5.113546 -1.613875 -2.878126 0.0141 -0.0075 -0.0060 -0.099
C -6.073358 -2.611552 -2.777612 0.0051 0.0016 -0.0020 -0.093
C -6.161281 -3.590738 -3.757292 -0.0004 0.0000 -0.0058 -0.098
C -5.290670 -3.571524 -4.838486 0.0001 -0.0015 0.0050 -0.099
H -3.648233 -2.562638 -5.779274 0.0012 -0.0019 -0.0026 0.099
H -3.488715 -0.820527 -4.029796 -0.0146 0.0038 0.0014 0.082
H -5.039387 -0.846489 -2.119836 -0.0270 -0.0682 0.0114 0.044
H -6.752581 -2.625965 -1.934825 -0.0023 -0.0002 0.0006 0.101
H -6.908611 -4.369823 -3.678413 -0.0039 0.0006 -0.0032 0.099
H -5.361836 -4.333293 -5.604194 0.0031 -0.0053 0.0019 0.099
```
Forces are in eV/Å.

Calculated values
HOMO, eV: -9.1
Orbital gap, Eh: 0.3195
Total energy, Eh: -3593.1696

***

3.
Density functional theory data (wB97M-V/def2-TZVPD) for C5H11NO2 as an isolated structure at a distorted geometry.

XYZ file:
```
19
Properties=species:S:1:pos:R:3:forces:R:3:nbo_charge:R:1
C 1.957656 -2.276803 1.600334 -0.6066 -0.3518 -1.6607 -0.707
C 0.682329 -1.170213 1.826793 1.4514 -4.1556 -1.7606 0.053
C -0.197170 -0.299391 -1.474061 -2.9967 -0.0159 1.7223 -0.073
C -0.337909 1.221332 -1.817509 2.9331 -1.0687 6.4202 -0.454
C -1.427592 1.917318 -0.953838 1.0993 -1.0812 -2.6855 -0.048
H 2.878134 -1.961511 0.622352 -3.1477 -1.0208 3.6712 0.261
H 2.281331 -2.343066 2.670634 0.7467 -0.0316 -1.3129 0.213
H 1.490775 -3.529059 1.368396 1.1798 4.2766 0.4158 0.234
H 0.130372 -1.421173 2.717584 0.0654 0.5776 0.5340 0.190
H -1.347021 -0.510791 -1.191745 2.4190 -0.5644 -0.8036 0.168
H 0.206498 -1.007887 -2.242975 -0.5443 0.9906 0.4422 0.205
H 0.584826 1.756894 -1.397145 -0.6298 -0.7768 -1.4821 0.213
H -0.459100 1.160474 -2.803757 -0.6424 1.0175 -4.1469 0.207
H -2.312508 1.399930 -1.244342 -1.4472 -0.1716 0.2592 0.142
H -1.387462 2.867653 -1.463126 -0.6768 0.9786 0.7421 0.178
H -1.208268 1.040331 0.890754 0.2631 2.9923 -2.1856 0.503
N -0.042612 -0.691137 0.906411 -0.1485 1.2577 -0.4683 -0.142
O 0.595179 -0.613053 -0.309970 0.6598 -0.3590 -0.2371 -0.404
O -1.173076 1.992142 0.389743 0.0224 -2.4938 2.5362 -0.738
```
Forces are in eV/Å.

Calculated values
ΔE to the lowest compared entry with this formula, charge and spin, kcal per mole: 158.91
HOMO, eV: -9.5
Orbital gap, Eh: 0.3746
Total energy, Eh: -402.1249